Entry 1:
The following is a DFT calculation (ωB97M-V/def2-TZVPD) of a molecular structure, C9H12B3F8IN5O5Ru.

```
44
Properties=species:S:1:pos:R:3:forces:R:3
F -1.8155 -0.2621 -2.0696 0.067 -0.254 0.098
C -0.7102 4.1931 0.6625 0.037 0.010 -0.002
F -3.2838 1.5262 -1.9750 -0.021 -0.062 0.010
N -0.0786 -1.8381 -0.1127 0.151 0.263 0.284
N 1.3143 -3.3776 -1.3483 -0.072 0.002 -0.098
F 3.7643 2.5912 0.6285 -0.080 -0.008 0.032
H -1.5648 4.5226 1.2452 -0.004 0.000 0.002
H -0.7442 4.6811 -0.3154 -0.001 -0.001 0.002
H -3.6462 2.9928 0.1526 0.004 0.002 0.010
O -1.1592 -2.4295 0.2639 -0.046 -0.001 -0.095
I 1.0440 0.0819 -3.2566 0.473 -0.259 -0.292
B 2.6403 1.8347 0.6638 0.127 -0.117 0.035
N -1.7098 0.6248 0.4392 -0.184 -0.084 0.102
N 1.9964 -0.3529 -0.1435 0.052 -0.298 0.059
O -0.2204 -4.5846 -2.6890 -0.007 0.045 -0.021
H 4.4006 -1.3214 -0.3201 -0.013 0.003 -0.020
F 2.1996 1.4243 1.9140 -0.001 0.041 -0.047
F -2.2763 0.9478 -3.9749 -0.103 -0.030 0.031
C 2.3073 -1.5975 -0.0810 0.002 0.100 0.024
C 0.4789 -3.9765 -1.9957 0.067 -0.068 0.094
C -3.2573 2.4294 1.0042 -0.031 -0.012 0.014
C 1.1621 -2.6209 -0.1192 -0.026 0.051 0.039
C 1.2243 -3.5310 1.1037 0.013 -0.014 -0.028
F -1.0239 1.8541 -2.2596 -0.459 0.194 0.246
Ru 0.0455 0.1768 -0.4281 -0.303 -0.078 -0.399
H -3.9478 1.6235 1.2329 0.003 0.001 -0.019
H -3.1677 3.0982 1.8594 0.000 0.002 0.008
O 2.9704 0.5734 -0.1367 -0.084 0.125 -0.070
F -3.1974 -2.3832 1.4223 0.048 -0.005 0.056
N 0.3456 2.0699 0.1401 0.080 0.046 0.170
H 3.9333 -2.3051 1.0698 0.007 0.019 0.002
C -1.9396 1.8731 0.6265 0.098 0.113 -0.017
F -1.3376 -1.2674 2.2864 -0.037 -0.035 -0.028
O 1.5306 2.6784 0.0398 0.026 -0.003 -0.092
H 0.2194 4.4897 1.1455 0.000 0.002 -0.008
H 2.1538 -4.0963 1.0923 -0.001 0.013 0.003
H 1.1590 -2.9373 2.0157 0.001 0.009 -0.007
C -0.7155 2.7262 0.4571 -0.113 -0.053 0.029
H 0.3877 -4.2251 1.0777 -0.018 -0.003 -0.014
B -2.1710 1.0244 -2.6159 0.335 0.354 -0.104
B -2.1642 -1.5487 1.2228 -0.069 0.066 -0.032
H 3.8167 -2.9991 -0.5522 0.017 0.007 -0.001
O -2.6691 -0.3020 0.6030 0.088 -0.050 0.037
C 3.7062 -2.0814 0.0245 -0.027 -0.029 0.006
```
Forces are in eV/Å.

Summary:
HOMO level (alpha / beta)	-0.36713 / -0.38106	Eh
Kohn-Sham gap (alpha / beta)	8.8 / 6.3	eV
relative energy (zero: lowest compared OMol25 entry of this formula, charge and spin)	0.00	kJ/mol
2S+1	6
E_tot	-2266.56047	Ha

Entry 2:
The following is a DFT calculation (ωB97M-V/def2-TZVPD) of 2 unconnected molecules or ions with the total composition BrH2PS2 at a distorted geometry.

```
6
Properties=species:S:1:pos:R:3:forces:R:3
P -1.8267 0.9556 -1.2488 0.300 1.500 0.327
S 1.7548 -0.5037 -0.0164 0.225 -2.272 0.180
S -1.5460 2.6484 -0.3392 -0.250 -1.511 -0.562
Br -2.1303 -0.7335 0.1481 -0.100 -0.021 0.266
H 1.9090 -0.4425 1.2993 -0.002 0.428 0.391
H 1.8392 -1.9243 0.1570 -0.175 1.876 -0.602
```
Forces are in eV/Å.

Summary:
HOMO level	-0.34732	Eh
Kohn-Sham gap	7.8	eV
relative energy (zero: lowest compared OMol25 entry of this formula, charge and spin)	56.32	kJ/mol
E_tot	-3712.94714	Ha
SMILES	S=PBr.S

Entry 3:
The following is a DFT calculation (ωB97M-V/def2-TZVPD) of a molecular structure, C53H70N7OTl.

```
132
Properties=species:S:1:pos:R:3:forces:R:3
C 2.1756 -2.2941 -0.4530 0.111 0.000 0.226
C -2.3698 3.3724 0.1827 -0.060 -0.164 -0.043
H -2.5787 3.1415 -5.3904 -0.005 -0.018 -0.003
C -1.2068 -5.9943 -1.0606 -0.023 -0.028 0.060
H 1.2045 -0.5990 7.2827 -0.035 -0.026 -0.068
C 0.9546 -1.3539 3.9013 -0.226 -0.044 0.183
H 0.0276 -1.6826 6.5155 0.030 0.052 -0.003
C -0.4263 -4.5537 4.6128 0.034 0.021 -0.005
H 1.4446 -4.8713 -3.2824 -0.001 0.071 0.080
C 2.5901 -4.4485 -1.5205 -0.020 -0.120 -0.117
H 3.8598 0.1095 -2.1665 0.087 -0.039 0.105
N -0.2096 -0.9437 2.0067 -0.274 0.039 0.213
H 4.3927 -3.3240 2.5742 -0.004 0.014 0.001
N -2.3159 -1.8056 0.0479 -0.150 -0.240 -0.015
H -5.6308 -3.4874 -1.5822 0.020 -0.033 0.005
H 2.3370 -0.2508 5.0999 0.074 0.005 -0.010
C 2.5794 0.0820 0.3174 0.088 -0.247 0.024
H -0.1336 7.3893 0.5749 0.023 -0.088 0.010
C 1.0870 4.1174 3.7389 -0.160 -0.070 0.062
H -6.2952 3.8921 -0.9484 -0.023 0.015 0.020
H 1.3069 1.3881 3.9633 -0.078 -0.023 -0.030
C 0.0909 6.3224 0.6605 -0.009 -0.037 0.030
H 4.8510 2.5758 -0.3804 -0.082 -0.050 -0.014
C 0.9205 -2.9832 -2.3992 -0.085 -0.004 -0.038
C 1.6599 -1.1025 5.2023 -0.172 -0.033 -0.042
C -0.6946 2.5785 -2.7163 -0.060 -0.183 0.169
H -3.5015 -4.5494 -3.5213 -0.053 0.054 0.013
C -0.1784 -2.2969 2.1854 -0.037 -0.128 -0.163
C -3.6003 -3.4186 -0.9552 -0.015 -0.082 0.120
C 2.8527 -3.5473 -0.4780 0.055 0.103 0.147
H -5.2266 -4.3473 -3.8703 0.050 0.013 0.015
H 0.1316 -2.7723 -3.1163 0.080 -0.015 0.029
H -0.5717 -4.2907 1.5283 -0.035 0.029 0.024
H -0.5891 4.5662 5.0476 0.055 -0.002 0.021
C -4.5623 2.6553 -0.8982 -0.058 0.012 -0.162
H -2.1315 -5.7844 0.8733 -0.045 -0.020 0.033
H -5.1454 -1.2910 -1.7220 0.089 0.048 0.067
H -0.6053 6.0976 2.6884 -0.048 0.018 0.003
C 1.1677 -2.0554 -1.3903 -0.093 0.070 -0.016
H 1.1424 -4.6103 3.1219 0.010 0.005 0.035
H -4.2013 -2.9271 -3.6039 -0.011 -0.080 0.026
N 2.5181 -1.3738 0.5555 0.152 0.250 -0.138
H 1.6262 -3.8987 4.6482 0.015 -0.014 -0.046
H -4.9195 4.6277 -0.1566 -0.039 -0.005 0.035
H 3.2646 2.3575 -1.1372 0.039 -0.014 0.092
C -2.3642 -5.5323 -0.1639 0.117 0.099 -0.114
C -6.5074 1.1495 -1.7404 0.034 0.036 0.137
H 0.9801 4.5753 5.8747 -0.025 -0.032 -0.061
H -0.2057 -5.5436 5.0248 -0.014 0.092 -0.048
N -1.6373 2.4489 -3.6758 -0.061 -0.050 0.001
N 0.3334 -0.8746 -1.3481 0.039 -0.240 -0.027
H 2.2424 0.5797 1.2244 -0.079 0.024 0.120
H -1.4077 -5.7479 -2.1068 0.018 -0.015 0.057
C -4.3898 -3.9567 -3.2864 -0.002 0.013 0.030
C 4.5166 -0.0727 -1.3042 0.015 -0.014 -0.046
H 0.8251 -0.0504 -1.6591 -0.043 0.228 -0.175
C -0.8020 5.6495 1.7123 0.100 -0.027 -0.115
H 3.2604 -1.1167 2.4939 0.063 -0.046 -0.139
C 3.8423 -3.0304 1.6904 -0.083 -0.056 -0.180
H -8.4447 0.4913 -0.9547 0.151 0.041 0.045
C 0.4504 -0.3419 3.0399 0.261 0.106 -0.242
H -6.9175 2.0530 -2.1991 0.004 -0.026 -0.040
C -4.1481 0.4323 -0.9374 0.097 -0.152 -0.348
H -0.2742 -5.5000 -0.7772 -0.063 -0.023 -0.042
C -1.9992 3.5482 -4.5646 -0.003 -0.124 0.077
H -2.1672 0.5463 -2.9976 0.053 -0.061 0.121
H -6.5008 0.3825 -2.5208 0.011 0.020 -0.009
H -5.4022 5.6774 -2.4130 0.062 -0.076 0.022
H 4.6002 -1.1540 -1.1624 -0.013 0.083 -0.021
C -3.4283 -1.9839 -0.7355 0.063 0.181 -0.035
H -7.0373 -0.2051 -0.1228 -0.049 0.108 -0.040
H 3.3840 2.6018 0.6132 0.039 -0.027 -0.073
H -0.7635 -3.9103 5.4300 0.016 -0.049 -0.050
C 3.7456 -3.8818 0.5816 0.032 0.003 0.087
C -2.4469 1.2359 -3.7811 0.065 0.252 -0.031
C -3.2672 2.3984 -0.3827 0.223 0.163 -0.008
H 0.4972 4.1743 -3.5680 -0.031 -0.008 0.075
H 0.7525 3.8451 -1.8380 -0.026 -0.001 0.021
H 1.3195 5.1551 3.4899 0.032 -0.029 -0.029
N -3.0372 1.0523 -0.4352 -0.084 0.008 0.272
H -3.2714 -6.0792 -0.4259 -0.013 -0.008 0.017
H 0.0407 0.0316 6.1005 0.030 -0.049 0.031
C 0.2492 3.5187 2.6460 -0.006 -0.058 0.064
H -5.0816 4.1067 -3.1709 0.001 0.022 -0.013
H -7.4873 1.4782 0.1706 -0.002 -0.073 -0.043
C 0.6526 1.0727 3.1561 -0.066 -0.149 -0.037
H -2.6541 4.4093 0.0296 -0.015 -0.079 0.062
H -4.8490 -5.0531 -1.4871 -0.039 -0.022 0.010
C -5.2111 4.0078 -1.0072 0.086 -0.141 -0.147
H 2.2771 -1.9659 5.4589 0.052 0.008 -0.004
H 5.5117 0.3101 -1.5524 -0.110 -0.022 0.007
C -0.5823 4.1694 1.7972 0.010 -0.002 -0.011
H -0.7092 4.6971 -2.3799 0.061 -0.035 -0.053
Tl -1.2576 0.0625 0.3761 0.177 -0.024 -0.097
C 3.8638 2.1243 -0.2480 -0.011 0.058 0.021
C -5.1084 1.4225 -1.2643 -0.114 0.072 0.202
H -0.0543 5.8601 -0.3190 0.005 0.037 0.051
C -2.6176 -4.0591 -0.2698 0.063 0.040 -0.052
C -4.8520 4.7369 -2.3089 -0.027 0.003 0.104
C 3.2278 -1.8154 1.6654 0.020 0.237 -0.131
H -0.4013 -0.9931 -2.0300 -0.221 -0.106 -0.216
C 0.6784 -0.8207 6.3496 0.039 0.004 -0.054
H -1.2567 -4.6515 3.9087 0.056 0.016 0.048
C 0.3847 4.0745 5.1073 0.025 -0.052 -0.116
O -0.4048 1.6665 -1.9334 0.023 0.092 -0.346
H -1.1209 4.0328 -4.9839 0.043 -0.009 -0.007
C -0.8303 -3.2544 1.3401 0.118 0.250 0.115
H 4.6406 0.4050 0.7769 0.051 0.002 0.059
H -2.2996 0.7665 -4.7568 0.001 0.034 0.006
C 0.5577 -2.5766 3.3687 0.070 -0.046 0.034
H -3.7819 4.9623 -2.3324 -0.053 -0.008 0.003
H 4.2738 -4.8282 0.5535 -0.090 0.081 -0.007
C 1.6432 -4.1665 -2.4816 -0.039 0.024 0.007
C 3.9664 0.6135 -0.0579 -0.043 -0.150 -0.068
C -7.4299 0.7005 -0.5959 0.001 -0.026 -0.072
H 0.2124 3.0436 5.4257 -0.002 0.063 -0.028
H 2.0399 3.5860 3.7979 0.034 0.037 0.015
C -4.2649 -0.9774 -1.1670 0.013 0.113 0.021
H -2.6093 4.3008 -4.0613 0.006 -0.038 0.007
C -1.8104 -3.0336 0.3970 -0.052 0.016 0.160
N -0.7940 1.9249 1.3625 0.178 0.207 0.240
C 0.8066 -3.9474 3.9266 -0.096 0.057 0.010
C -1.2858 3.1575 1.0022 -0.163 -0.056 -0.057
C 0.0978 2.0820 2.4027 -0.070 -0.090 -0.015
H 1.8912 0.3696 -0.4697 0.129 0.033 0.229
C -4.6937 -4.0151 -1.7831 0.056 0.064 -0.103
C 0.0088 3.9099 -2.6272 -0.003 0.041 0.016
H -1.8496 5.8512 1.4811 -0.025 0.006 0.025
H 3.1409 -5.3845 -1.5465 -0.063 0.094 0.021
H -1.0617 -7.0768 -0.9836 -0.009 0.118 -0.009
H -3.5041 1.4777 -3.6478 0.043 0.016 0.007
H 1.1468 6.2143 0.9256 -0.089 -0.004 -0.036
```
Forces are in eV/Å.

Summary:
HOMO level (alpha / beta)	-0.18066 / -0.20344	Eh
Kohn-Sham gap (alpha / beta)	4.9 / 4.8	eV
relative energy (zero: lowest compared OMol25 entry of this formula, charge and spin)	0.00	kJ/mol
E_tot	-2692.61181	Ha

Entry 4:
The following is a DFT calculation (ωB97M-V/def2-TZVPD) of a molecular structure, C28H48N6SbSeSi4Ti.

```
89
Properties=species:S:1:pos:R:3:forces:R:3
H 0.9641 4.6645 -0.0126 -0.008 -0.004 0.007
H 4.7990 0.8901 0.0308 0.006 -0.002 -0.003
Si 4.4180 0.5590 -2.3901 0.018 0.007 -0.021
Ti 0.1983 1.4135 -0.1362 -0.455 0.169 -0.188
C 4.7271 2.3920 -2.6835 -0.007 -0.006 0.003
H -2.6282 1.7590 -4.3911 -0.005 0.007 0.004
C 0.5718 3.4596 -1.7586 -0.002 -0.010 -0.005
C 5.4502 -0.3792 -3.6493 -0.015 0.007 0.001
C -0.4002 -0.6775 2.9927 -0.009 -0.002 0.006
H -0.1605 4.1270 -2.1890 0.002 -0.009 -0.010
H 3.6847 -1.7085 -5.0933 0.001 0.000 -0.001
H -1.4605 -0.7329 1.2138 0.004 0.004 0.002
C 3.4897 -2.8970 -1.9493 -0.005 0.016 0.008
C -2.6424 2.6497 -3.7601 -0.014 0.024 -0.007
Si -3.1934 2.2167 -2.0160 -0.003 -0.018 0.020
N -5.1962 1.8917 1.6368 0.000 0.017 0.018
H 3.2528 -3.8395 -1.4579 0.000 -0.001 0.004
H 4.3117 3.0026 -1.8795 0.000 0.005 -0.004
H 2.3762 2.4813 -5.1001 0.001 0.001 0.000
Si 0.1755 -2.5785 0.9295 -0.021 0.030 0.030
H 4.9407 -0.8225 -0.3318 -0.005 -0.017 -0.005
H 2.3765 -1.4966 -6.2555 0.000 -0.001 -0.001
C 5.1530 0.1762 -0.7112 -0.012 0.002 -0.004
C 0.9318 2.2697 -2.4368 -0.010 -0.016 0.081
C 1.5285 -1.4073 0.3701 0.016 -0.016 -0.051
H -0.3995 -4.0377 2.8305 0.001 -0.003 0.001
H 5.2236 -0.1161 -4.6827 -0.001 0.000 -0.005
C -1.8515 2.1097 1.8695 -0.087 0.083 -0.101
H 6.4942 -0.1096 -3.4657 -0.001 0.003 0.002
C 0.1374 0.0603 -4.6685 0.026 0.009 0.008
N -0.5223 -0.9768 1.5467 -0.014 -0.017 0.016
H -1.3644 -2.4755 -0.9908 -0.002 -0.001 -0.004
N -0.8237 2.4011 1.3696 0.018 -0.060 0.061
C 2.7724 -1.5065 1.1943 -0.002 -0.001 0.026
H -1.1867 -1.1919 3.5442 0.000 -0.003 -0.001
H 5.0175 -3.7816 1.8136 0.001 0.000 0.001
H 1.2233 -3.3413 3.0464 0.000 -0.002 0.002
H -5.6145 2.3625 -2.4832 -0.003 -0.003 0.000
C 2.0438 2.8069 0.0032 0.047 -0.052 0.042
H 6.2397 0.2751 -0.7965 0.001 -0.003 0.002
C 3.2099 -0.4523 1.9968 -0.006 0.000 -0.002
H -0.1271 -0.7602 -5.3397 0.002 0.002 -0.007
H 0.5755 -1.0123 3.3394 -0.001 0.001 -0.001
Se -1.8877 0.5062 -1.2596 0.008 -0.018 0.044
Si 2.0104 0.0922 -4.4528 -0.010 -0.004 -0.016
C 1.1932 3.7582 -0.5551 0.012 -0.015 0.023
C 0.5340 -0.2827 0.6768 0.165 -0.048 -0.074
H 2.2884 1.4151 -6.5005 0.001 0.002 -0.001
H -0.5773 -4.0575 -0.8924 -0.003 0.000 -0.002
H -0.2293 0.9829 -5.1270 -0.006 -0.012 -0.002
N 2.3147 1.6135 -0.6134 0.219 0.058 -0.057
N -2.8782 1.7434 2.5122 0.055 -0.019 0.083
H -3.6324 3.6028 -0.0110 0.002 -0.002 -0.010
H 3.7746 1.5047 -5.5547 0.005 0.001 -0.002
H -5.0362 0.6990 -2.6725 0.001 -0.001 -0.003
H 4.3107 2.7462 -3.6271 0.002 0.001 -0.002
C -4.9527 1.6004 -2.0627 0.005 -0.001 0.003
Sb 1.7312 -1.6678 -1.8089 -0.008 0.002 0.018
H -2.0723 4.0429 -0.7164 -0.012 0.003 0.009
H 0.4725 2.0572 -3.3889 -0.004 -0.015 0.014
N 3.4163 -2.6797 1.1545 0.004 0.000 -0.011
H 5.8050 2.5731 -2.7081 0.001 -0.001 0.004
C -4.1034 1.8459 2.0097 0.021 -0.033 -0.045
C 4.5227 -2.8182 1.8820 -0.003 -0.002 -0.003
H 0.9766 -4.6606 1.9108 0.000 0.000 -0.003
C 5.0358 -1.8233 2.6975 -0.003 0.006 0.006
H 3.6926 -3.0821 -3.0035 -0.003 0.003 -0.005
C 2.5319 0.2550 -2.6123 -0.019 -0.003 0.008
H 4.3650 -2.4718 -1.4685 0.017 0.005 0.008
H -0.4133 -0.0890 -3.7368 0.000 0.003 -0.004
H -3.3354 3.3719 -4.2012 0.008 -0.004 -0.011
H -3.5803 4.5865 -1.4729 0.002 0.003 0.001
C -3.0983 3.7547 -0.9506 0.003 -0.003 0.013
H 2.6438 0.4694 1.9990 -0.003 -0.001 0.001
H -1.8955 -3.6638 0.2173 0.001 0.001 0.006
H -0.4784 0.3951 3.1466 0.001 0.006 -0.004
H 2.5050 2.9549 0.9712 -0.004 0.005 0.002
H -1.6446 3.0938 -3.7840 0.010 -0.005 0.003
C -1.0263 -3.2541 -0.3042 0.012 0.005 0.001
H -5.2965 1.3710 -1.0523 -0.001 0.007 -0.004
C 2.6166 -1.5273 -5.1885 0.003 0.008 0.018
C 0.5239 -3.7547 2.3199 -0.005 0.009 0.000
C 2.6863 1.5077 -5.4864 -0.004 -0.010 0.006
H 4.7119 0.1884 3.3853 -0.001 0.001 0.000
H 2.0792 -2.3822 -4.7715 0.000 -0.002 -0.004
C 4.3520 -0.6170 2.7568 0.007 -0.002 0.002
H 5.9362 -1.9941 3.2709 0.001 -0.003 -0.002
H 5.3707 -1.4612 -3.5431 0.000 -0.011 -0.002
C 1.8958 1.4111 -1.9073 0.063 -0.052 0.066
```
Forces are in eV/Å.

Summary:
HOMO level (alpha / beta)	-0.25096 / -0.26987	Eh
Kohn-Sham gap (alpha / beta)	6.7 / 6.6	eV
relative energy (zero: lowest compared OMol25 entry of this formula, charge and spin)	16.95	kJ/mol
2S+1	2
E_tot	-6073.50273	Ha

Entry 5:
The following is a DFT calculation (ωB97M-V/def2-TZVPD) of a molecular structure, C4H5AgLi2O2 at a distorted geometry.

```
14
Properties=species:S:1:pos:R:3:forces:R:3
H -1.3350 -0.1842 0.9527 0.370 0.052 -0.367
C -1.5494 0.9260 -0.9439 -1.234 2.011 0.901
Li 0.7891 -0.1681 -1.4112 -1.004 0.704 1.113
H -1.2953 2.8976 1.4226 0.761 -0.211 -0.405
O 0.4792 0.7034 0.4927 1.334 -0.362 -0.406
Li -2.0029 4.6675 -1.8532 -0.299 -0.846 0.728
H -3.5191 1.8192 -0.1754 0.224 0.412 -0.119
O -2.3795 3.4273 -0.7609 0.588 0.513 -0.628
H -2.3173 1.7159 2.0695 -0.441 -0.394 -0.680
H -1.1143 1.4535 -1.8224 0.868 -0.252 0.761
Ag 1.4650 2.3910 1.4354 -0.648 -0.574 -0.386
C -0.9164 0.7019 0.4297 -0.789 1.782 0.819
C -2.4671 2.1811 -0.2235 -1.376 -2.151 -0.876
C -1.7893 1.9544 1.1299 1.645 -0.685 -0.455
```
Forces are in eV/Å.

Summary:
HOMO level (alpha / beta)	-0.19109 / -0.14067	Eh
Kohn-Sham gap (alpha / beta)	4.0 / 2.5	eV
relative energy (zero: lowest compared OMol25 entry of this formula, charge and spin)	0.00	kJ/mol
E_tot	-467.70379	Ha

> The lowest E_tot belongs to which entry?

C28H48N6SbSeSi4Ti

> Among the records above, which one has the highest relative energy (zero: lowest compared OMol25 entry of this formula, charge and spin)?

BrH2PS2